{
  "formula": "C3H4ClN3",
  "method": "the ωB97M-V functional and the def2-TZVPD basis",
  "max_force_ha_per_bohr": 0.0949,
  "molar_mass_g_mol": 117.54,
  "lumo_ev": 0.77,
  "homo_lumo_gap_ev": 9.60,
  "e_homo_ev": -8.82,
  "smiles": "Nc1[nH]cnc1Cl",
  "e_above_lowest_kj_mol": 92.2,
  "species": ["C", "C", "C", "H", "H", "H", "H", "N", "N", "N", "Cl"],
  "coordinates": [[-0.109, 0.486, -0.144], [0.594, -1.723, 0.062], [-1.115, -0.384, -0.077], [-0.160, 2.231, 0.775], [0.010, 2.498, -0.824], [1.832, -0.079, 0.404], [1.329, -2.514, -0.072], [0.200, 1.801, -0.002], [0.954, -0.405, -0.026], [-0.768, -1.733, -0.112], [-2.768, -0.177, 0.016]],
  "forces_ev_per_angstrom": [[1.75, -2.07, 0.86], [-3.09, 2.31, -1.84], [-1.71, -2.81, -0.76], [-1.11, 1.03, 2.39], [0.44, -2.26, 1.79], [-0.55, -0.03, -0.86], [-0.50, 0.02, 0.43], [0.43, 2.84, -3.95], [3.12, -0.37, 0.95], [2.82, 0.33, 1.10], [-1.60, 1.02, -0.11]]
}